Density functional theory data (wB97M-V/def2-TZVPD) for a molecular structure, C11H26CsN8O2S.

Last column: Löwdin charge in e.
Positions of all 49 atoms, in Å:
Cs1 -0.070 -0.448 -0.668  1.00
C1 -4.883 -3.886 1.194  -0.04
O1 -3.714 -3.497 0.465  0.00
C2 -3.159 -2.298 0.644  -0.59
O2 -2.168 -1.995 0.014  -0.19
N1 -3.748 -1.462 1.541  0.00
N2 -3.146 -0.218 1.781  0.06
H1 -5.122 -4.884 0.842  0.10
H2 -5.718 -3.219 0.977  0.10
H3 -4.676 -3.926 2.265  0.10
H4 -4.533 -1.745 2.103  0.13
H5 -2.863 -0.167 2.753  0.10
H6 -3.815 0.518 1.589  0.10
C3 3.048 -1.225 1.470  -0.21
N3 2.536 0.132 1.203  -0.17
C4 2.489 0.853 2.488  -0.18
N4 3.794 0.911 3.133  -0.09
C5 4.263 -0.459 3.350  -0.16
N5 4.362 -1.211 2.095  -0.09
C6 5.283 -0.496 1.205  -0.16
N6 4.838 0.875 0.938  -0.09
C7 3.514 0.815 0.336  -0.19
C8 4.728 1.578 2.220  -0.16
H7 3.107 -1.769 0.522  0.12
H8 2.337 -1.744 2.119  0.13
H9 1.783 0.347 3.151  0.13
H10 2.133 1.870 2.310  0.13
H11 3.571 -0.973 4.021  0.13
H12 5.246 -0.429 3.822  0.13
H13 5.361 -1.038 0.261  0.13
H14 6.269 -0.465 1.670  0.13
H15 3.570 0.283 -0.619  0.12
H16 3.155 1.829 0.141  0.13
H17 4.385 2.598 2.040  0.13
H18 5.713 1.619 2.687  0.13
C9 -2.671 0.365 -5.617  -0.07
N7 -1.691 0.750 -4.621  -0.06
C10 -1.889 1.658 -3.644  -0.87
S1 -0.590 2.188 -2.707  0.49
N8 -3.144 2.099 -3.484  -0.04
C11 -3.565 3.114 -2.534  -0.08
H19 -2.208 -0.336 -6.306  0.09
H20 -3.025 1.225 -6.190  0.10
H21 -3.522 -0.150 -5.165  0.09
H22 -0.721 0.534 -4.780  0.11
H23 -3.847 1.758 -4.120  0.12
H24 -2.681 3.586 -2.116  0.04
H25 -4.152 2.670 -1.729  0.08
H26 -4.167 3.863 -3.045  0.09

Computed properties:
Relative energy (zero: lowest compared OMol25 entry of this formula, charge and spin): 36.0 kJ/mol
Total charge: +1
E_tot: -39223.1100 eV
Strongest force on any atom: 0.5 eV/Å
2S+1: 1
Highest occupied orbital energy: -10.919 eV